Entry from OMol25: a molecular structure, C17H31Cl3O2P2V at a distorted geometry (ωB97M-V with the def2-TZVPD basis set).

The geometry in ORCA input format:
```
! RIJCOSX wB97M-V def2-TZVPD def2/J DEFGRID3
* xyz 0 4
P 1.191 0.503 -2.098
P 1.111 -2.231 0.836
C 2.259 -0.781 -1.315
C 1.597 -2.122 -0.914
H 2.809 -0.298 -0.475
H 3.018 -1.011 -2.094
H 0.783 -2.406 -1.593
H 2.354 -2.911 -1.023
C 2.697 -2.047 1.670
H 2.562 -1.745 2.710
H 3.347 -1.329 1.146
H 3.193 -3.032 1.652
C 0.638 -3.945 1.184
H 1.551 -4.557 1.184
H -0.075 -4.319 0.438
H 0.168 -3.980 2.175
C 2.380 1.808 -2.493
H 1.859 2.759 -2.659
H 2.887 1.492 -3.419
H 3.125 1.907 -1.687
C 0.876 -0.309 -3.718
H 0.276 -1.224 -3.592
H 1.827 -0.544 -4.206
H 0.291 0.390 -4.330
V 0.450 2.786 1.230
C -1.786 -1.938 0.934
C -0.506 -1.420 1.246
C -0.039 0.087 0.733
C -0.779 1.031 -0.240
C -0.741 0.667 -1.792
C -1.755 -0.242 -2.154
C -1.921 -1.535 -1.531
C -2.628 -1.467 -0.130
C -1.029 4.085 0.165
H -2.182 -2.679 1.625
H -0.351 -1.466 2.358
H 1.056 0.085 0.471
H 0.036 0.616 1.706
H -1.828 1.193 0.035
H -0.227 2.012 -0.304
H -0.887 1.602 -2.370
H -2.529 0.117 -2.849
H -0.932 -2.033 -1.414
H -2.554 -2.141 -2.202
H -3.012 -0.433 0.024
H -3.496 -2.151 -0.167
H -2.084 3.757 0.270
H -0.794 4.231 -0.897
H -0.977 5.083 0.680
Cl -3.039 4.293 3.805
C -2.064 2.908 4.282
Cl -1.282 3.119 5.859
Cl -3.062 1.424 4.203
C -0.888 2.833 3.280
O -0.150 3.830 3.017
O -0.744 1.677 2.748
*
```

- ΔE to the lowest compared entry with this formula, charge and spin: 94.5 kcal per mole
- LUMO (alpha / beta): -0.545 / -0.809 eV
- Expectation value of S²: 3.8092
- Max |F|: 4.5 eV/A
- HOMO-LUMO gap (alpha / beta): 4.349 / 4.089 eV
- Electronic energy: -3823.746968 Ha